(1)
Here is a single C3H9N3O molecule from the OMol25 dataset. Energies are from wB97M-V/def2-TZVPD.

```
16
Properties=species:S:1:pos:R:3:forces:R:3
C -0.383 0.736 0.838 0.008 0.171 -0.366
N 0.117 -0.404 0.090 -0.355 -0.373 -0.869
C 1.348 -0.653 -0.520 0.806 0.214 1.704
N 2.054 0.469 -0.891 -0.813 1.317 0.448
O 1.793 -1.781 -0.521 -0.275 -0.285 -1.232
C -1.781 1.259 0.417 0.254 -2.648 -0.501
N -2.781 0.112 0.470 1.161 0.369 0.106
H -0.441 0.457 1.896 0.296 0.247 0.052
H 0.338 1.535 0.663 -0.154 0.159 0.569
H -0.372 -1.283 0.161 0.072 0.043 0.394
H 1.877 1.273 -0.313 -0.127 0.131 -0.352
H 2.869 0.590 -1.455 0.279 -1.072 -0.028
H -1.649 1.526 -0.633 -0.517 0.952 0.302
H -2.114 1.954 1.175 0.048 0.827 -0.503
H -2.927 -0.295 -0.447 -0.048 0.383 -0.178
H -2.221 -0.605 0.916 -0.634 -0.437 0.454
```
Forces are in eV/Å.

Computed properties:
- SMILES = NCCNC(N)=O
- E_HOMO (eV) = -9.39
- ΔE to the lowest compared entry with this formula, charge and spin (kJ/mol) = 96.5
- lowest unoccupied orbital energy (eV) = 0.78
- gap between HOMO and LUMO (eV) = 10.163


(2)
Here is a single C3H9N3O molecule from the OMol25 dataset. Energies are from wB97M-V/def2-TZVPD.

```
16
Properties=species:S:1:pos:R:3:forces:R:3
C 1.635 -0.428 1.209 -0.097 -0.127 0.474
C -1.225 -0.616 1.007 3.214 -1.155 1.275
N 0.442 -0.293 0.394 -3.164 -0.120 0.656
C 0.338 0.745 -0.431 -1.359 0.923 -2.569
N -1.460 -0.018 -1.913 0.749 0.127 0.498
O -1.060 0.825 -0.815 0.718 1.072 -0.416
N 1.204 1.532 -0.952 -0.137 -0.916 0.643
H -0.713 -0.717 -1.944 -0.308 -0.053 -0.386
H -1.364 0.589 -2.726 0.127 -0.231 -0.072
H 0.787 2.039 -1.733 -0.026 0.103 0.456
H 1.887 0.503 1.731 -0.084 -0.033 -0.106
H 2.495 -0.705 0.588 -0.269 0.047 -0.016
H -1.099 -1.692 1.074 0.023 -0.045 0.595
H -2.214 -0.459 0.584 0.841 0.672 -0.988
H -1.148 -0.101 1.960 -0.119 -0.286 0.170
H 1.498 -1.205 1.967 -0.108 0.023 -0.213
```
Forces are in eV/Å.

Computed properties:
- SMILES = [H]/N=C(\ON)N(C)C
- E_HOMO (eV) = -8.87
- ΔE to the lowest compared entry with this formula, charge and spin (kJ/mol) = 483.5
- lowest unoccupied orbital energy (eV) = 0.88
- gap between HOMO and LUMO (eV) = 9.746


(3)
Here is a 2-piece molecular cluster, C3H9N3O overall from the OMol25 dataset. Energies are from wB97M-V/def2-TZVPD.

```
16
Properties=species:S:1:pos:R:3:forces:R:3
C -1.462 -0.925 -1.287 0.625 2.112 3.138
C -1.245 0.221 -0.524 -1.444 -0.906 -3.353
C -1.212 0.427 0.894 2.921 1.380 0.044
N -1.616 -0.396 1.893 -0.506 0.103 1.141
N -0.468 1.495 1.246 -2.327 -0.489 0.445
N 1.521 0.587 -1.968 1.850 1.192 0.193
O -0.172 2.466 0.464 0.673 0.136 0.293
H -1.516 -0.980 -2.337 0.087 0.636 -1.106
H -1.486 -1.904 -0.850 -0.253 -0.339 0.557
H -1.098 1.227 -1.035 -0.290 -1.485 0.580
H -1.146 -0.234 2.770 -0.102 0.404 0.238
H -1.541 -1.359 1.741 -0.108 -1.591 -0.770
H -0.459 1.673 2.286 0.324 -0.015 -1.040
H 1.944 0.879 -1.060 -0.309 0.026 -1.141
H 1.285 1.435 -2.496 0.442 -0.210 0.388
H 0.652 0.246 -1.694 -1.583 -0.954 0.393
```
Forces are in eV/Å.

Computed properties:
- SMILES = C=C/C(N)=[NH+]\[O-].N
- E_HOMO (spin up / spin down) (eV) = -7.80 / -7.79
- ΔE to the lowest compared entry with this formula, charge and spin (kJ/mol) = 409.6
- lowest unoccupied orbital energy (spin up / spin down) (eV) = -0.12 / -0.12
- gap between HOMO and LUMO (spin up / spin down) (eV) = 7.676 / 7.673


(4)
Here is a 2-piece molecular cluster, C3H9N3O overall from the OMol25 dataset. Energies are from wB97M-V/def2-TZVPD.

```
16
Properties=species:S:1:pos:R:3:forces:R:3
C 1.405 1.346 0.057 -1.226 -0.612 1.151
C 0.803 0.105 0.257 0.452 -0.994 0.525
C -0.199 -0.326 1.186 4.271 3.454 -2.534
N -0.676 0.299 2.291 -0.995 -1.047 0.512
N -0.893 -1.395 0.743 -3.430 -3.937 0.915
N -0.118 0.134 -2.747 -1.410 -1.204 -1.393
O -0.481 -2.208 -0.158 -0.234 0.398 0.580
H 2.176 1.568 -0.625 0.802 -0.408 -0.817
H 1.041 2.238 0.528 -0.296 0.240 0.498
H 1.133 -0.795 -0.357 -0.419 1.572 0.688
H -1.612 0.023 2.544 -0.214 -0.352 0.158
H -0.696 1.277 2.281 0.657 1.722 -0.114
H -1.615 -1.739 1.431 0.797 -0.074 -1.158
H -1.032 -0.278 -2.459 0.993 0.191 -0.608
H 0.484 -0.629 -3.078 -0.577 0.180 -0.031
H 0.280 0.377 -1.893 0.829 0.872 1.628
```
Forces are in eV/Å.

Computed properties:
- 2S+1 = 3
- E_HOMO (spin up / spin down) (eV) = -6.16 / -9.41
- ΔE to the lowest compared entry with this formula, charge and spin (kJ/mol) = 0.0
- lowest unoccupied orbital energy (spin up / spin down) (eV) = 0.55 / -1.41
- gap between HOMO and LUMO (spin up / spin down) (eV) = 6.711 / 8.000


(5)
Here is an isolated ion of composition C3H9N3O and charge +1 from the OMol25 dataset. Energies are from wB97M-V/def2-TZVPD.

```
16
Properties=species:S:1:pos:R:3:forces:R:3
O 0.846 1.531 0.502 -1.530 -1.569 -1.140
C -0.055 0.831 0.003 4.677 -0.478 -0.202
N 0.188 -0.373 -0.623 2.352 1.045 0.018
C 1.598 -1.036 -0.933 -0.794 0.482 0.473
N 1.472 -2.247 -0.054 -0.870 5.241 0.935
C -1.456 1.339 0.154 -2.445 -0.677 1.261
N -1.760 1.689 1.513 0.724 -0.007 -0.946
H -0.377 -0.905 -1.239 -1.907 0.312 -0.092
H 1.654 -1.267 -2.054 -0.325 0.105 1.603
H 2.426 -0.274 -0.772 -1.054 -1.021 0.596
H 0.589 -2.075 0.513 1.895 -1.269 -0.878
H 1.585 -3.051 -0.553 -0.130 -2.814 -1.221
H -2.080 0.544 -0.237 -0.550 -0.063 0.286
H -1.602 2.176 -0.482 0.375 0.960 -0.592
H -1.016 2.064 2.046 1.321 1.864 -0.279
H -2.010 1.054 2.217 -1.740 -2.110 0.178
```
Forces are in eV/Å.

Computed properties:
- 2S+1 = 2
- charge = +1
- E_HOMO (spin up / spin down) (eV) = -14.26 / -13.52
- ΔE to the lowest compared entry with this formula, charge and spin (kJ/mol) = 214.6
- lowest unoccupied orbital energy (spin up / spin down) (eV) = -3.54 / -9.07
- gap between HOMO and LUMO (spin up / spin down) (eV) = 10.717 / 4.450


(6)
Here is an isolated ion of composition C3H9N3O and charge +1 from the OMol25 dataset. Energies are from wB97M-V/def2-TZVPD.

```
16
Properties=species:S:1:pos:R:3:forces:R:3
O 1.101 -0.956 -0.474 0.265 0.305 0.032
C 0.495 0.087 -0.365 -0.866 -2.188 -0.401
N -0.830 0.149 -0.284 -1.417 -0.197 -0.750
C -1.768 -1.044 -0.429 0.583 0.532 0.383
N -2.400 -1.164 0.874 0.070 -0.745 -1.768
C 1.310 1.400 -0.276 0.475 2.067 0.569
N 2.321 1.334 0.705 -0.438 -1.650 1.279
H -1.429 0.956 -0.420 1.048 0.661 0.320
H -2.474 -0.800 -1.228 -0.046 0.021 0.179
H -1.187 -1.889 -0.807 0.182 -0.086 0.576
H -1.929 -0.550 1.503 -0.397 0.109 0.799
H -3.413 -1.119 0.818 0.351 0.270 0.462
H 0.588 2.190 -0.070 0.207 0.111 0.175
H 1.739 1.605 -1.255 0.019 -0.520 -0.258
H 2.780 0.424 0.809 0.503 0.281 -1.108
H 2.131 1.513 1.695 -0.541 1.030 -0.486
```
Forces are in eV/Å.

Computed properties:
- 2S+1 = 2
- charge = +1
- E_HOMO (spin up / spin down) (eV) = -13.75 / -13.37
- ΔE to the lowest compared entry with this formula, charge and spin (kJ/mol) = 98.1
- lowest unoccupied orbital energy (spin up / spin down) (eV) = -3.20 / -8.84
- gap between HOMO and LUMO (spin up / spin down) (eV) = 10.546 / 4.528


(7)
Here is C3H9N3O as an isolated structure from the OMol25 dataset. Energies are from wB97M-V/def2-TZVPD.

```
16
Properties=species:S:1:pos:R:3:forces:R:3
C -1.045 -0.246 0.111 0.724 3.179 0.755
C 1.206 2.221 1.281 3.256 1.693 2.053
C 0.013 -1.027 -1.374 -1.607 -0.152 -3.422
N -0.415 0.684 0.618 1.386 -0.132 0.221
N -2.186 -0.817 0.188 -1.077 1.751 1.731
N 0.934 -1.769 -0.900 3.656 3.287 -1.018
O 0.310 1.741 0.378 -4.128 -2.282 -3.515
H 1.381 1.508 2.034 -0.609 -0.584 1.768
H 0.836 3.256 1.624 1.003 -1.650 -0.555
H 2.254 2.119 0.844 -1.399 1.213 -0.246
H 0.198 -0.161 -2.042 0.473 -0.013 1.104
H -0.936 -1.516 -1.774 1.109 0.262 1.028
H -2.857 -0.276 0.838 0.475 -1.781 -1.589
H -2.353 -1.630 -0.376 -0.855 -0.443 0.309
H 1.961 -1.461 -0.869 -1.951 -0.693 0.030
H 0.700 -2.626 -0.580 -0.456 -3.655 1.345
```
Forces are in eV/Å.

Computed properties:
- charge = +2
- E_HOMO (spin up / spin down) (eV) = -19.77 / -19.77
- ΔE to the lowest compared entry with this formula, charge and spin (kJ/mol) = 556.9
- lowest unoccupied orbital energy (spin up / spin down) (eV) = -11.71 / -11.71
- gap between HOMO and LUMO (spin up / spin down) (eV) = 8.065 / 8.064